No. 1
{
  "formula": "C3H8NO",
  "method": "ωB97M-V with the def2-TZVPD basis set",
  "species": ["C", "N", "C", "C", "O", "H", "H", "H", "H", "H", "H", "H", "H"],
  "positions_angstrom": [[-0.070, -0.290, -0.789], [-1.235, -0.747, -1.724], [-0.361, 1.252, -0.409], [0.195, 0.471, 0.684], [1.376, 0.671, 1.143], [-0.521, -1.246, -0.441], [1.602, -1.263, 2.162], [0.947, -0.403, -1.188], [-1.842, 0.060, -1.844], [0.249, 1.860, -1.061], [-1.409, 1.510, -0.364], [1.648, -1.950, 2.459], [-0.581, 0.075, 1.372]],
  "charge": -1,
  "total_energy_ev": -6772.859,
  "gap_ev": 6.838,
  "e_homo_ev": -2.27
}


No. 2
{
  "formula": "C10H16O",
  "method": "ωB97M-V with the def2-TZVPD basis set",
  "species": ["C", "C", "C", "C", "C", "O", "C", "C", "H", "H", "H", "H", "H", "H", "H", "H", "C", "C", "C", "H", "H", "H", "H", "H", "H", "H", "H"],
  "positions_angstrom": [[2.506, -0.942, -2.186], [1.202, -1.104, -1.520], [1.044, -1.027, -0.124], [-0.151, -1.545, 0.427], [-1.269, -1.649, -0.453], [-2.532, -1.986, 0.023], [-1.212, -1.386, -1.806], [0.025, -1.137, -2.247], [2.791, 0.026, -2.316], [2.564, -1.493, -3.090], [3.340, -1.279, -1.413], [1.673, -0.765, 0.634], [-0.241, -1.556, 1.533], [-2.594, -2.135, 1.002], [-1.933, -1.329, -2.572], [0.108, -0.851, -3.252], [0.817, 2.141, 1.642], [-0.554, 1.497, 2.086], [-1.661, 1.710, 1.006], [1.422, 1.319, 1.424], [1.193, 2.696, 2.505], [0.634, 2.970, 1.026], [-0.456, 0.451, 2.285], [-0.790, 2.065, 3.022], [-2.221, 2.609, 1.130], [-1.221, 1.648, 0.060], [-2.485, 1.053, 1.176]],
  "smiles": "Cc1ccc(O)cc1.CCC",
  "total_energy_ev": -12674.902,
  "gap_ev": 9.043,
  "e_homo_ev": -8.16
}


No. 3
{
  "formula": "C6H7OPS",
  "method": "ωB97M-V with the def2-TZVPD basis set",
  "species": ["C", "C", "C", "C", "C", "C", "O", "P", "S", "H", "H", "H", "H", "H", "H", "H"],
  "positions_angstrom": [[-1.781, -2.425, -1.760], [-0.668, -1.966, -1.709], [1.387, -1.109, -0.882], [0.699, -1.708, -1.880], [0.696, -0.495, 0.320], [-0.552, 2.980, 1.884], [-0.173, 2.009, 0.979], [1.009, 0.975, 1.528], [1.199, -2.478, -3.335], [-2.852, -2.629, -1.718], [2.472, -1.205, -1.123], [-0.337, -0.562, 0.097], [0.909, -1.266, 1.223], [-0.924, 3.764, 1.213], [0.269, 3.446, 2.625], [-1.352, 2.670, 2.538]],
  "total_energy_ev": -28501.108,
  "gap_ev": [8.070, 5.813],
  "e_homo_ev": [-8.85, -7.90]
}


No. 4
{
  "formula": "C33H34BF5NbO",
  "method": "ωB97M-V with the def2-TZVPD basis set",
  "species": ["C", "C", "Nb", "B", "C", "O", "H", "H", "H", "H", "H", "H", "H", "H", "H", "F", "C", "C", "C", "C", "C", "C", "H", "H", "H", "H", "H", "F", "C", "C", "C", "C", "C", "C", "H", "H", "H", "H", "H", "F", "C", "C", "C", "C", "C", "C", "H", "H", "H", "H", "H", "F", "C", "C", "C", "C", "C", "C", "H", "H", "H", "H", "H", "F", "C", "C", "C", "C", "C", "C", "H", "H", "H", "H", "H"],
  "positions_angstrom": [[2.661, 1.765, 0.152], [1.707, 1.836, -0.620], [0.298, 2.223, -2.395], [-1.498, 1.789, -0.991], [-2.492, 2.961, -0.491], [-1.818, 0.432, -0.522], [3.669, 1.849, 0.614], [0.276, 4.006, -1.954], [1.738, 2.460, -3.506], [0.279, 0.460, -2.875], [-0.826, 2.645, -3.787], [-3.053, 3.328, -1.403], [-1.973, 3.846, -0.028], [-3.257, 2.599, 0.267], [-2.333, 0.046, -1.261], [-3.778, -1.937, -2.786], [-4.987, -1.869, -2.203], [-5.171, -1.034, -1.114], [-6.422, -0.963, -0.515], [-7.471, -1.735, -1.005], [-7.271, -2.572, -2.096], [-6.023, -2.637, -2.704], [-4.339, -0.448, -0.742], [-6.578, -0.311, 0.329], [-8.446, -1.681, -0.534], [-8.088, -3.176, -2.475], [-5.852, -3.277, -3.560], [-8.284, 0.865, 0.440], [-8.766, 1.549, 1.493], [-8.026, 1.608, 2.660], [-8.522, 2.318, 3.745], [-9.757, 2.951, 3.654], [-10.493, 2.880, 2.477], [-9.993, 2.179, 1.387], [-7.070, 1.101, 2.714], [-7.947, 2.377, 4.661], [-10.145, 3.502, 4.503], [-11.457, 3.371, 2.408], [-10.548, 2.120, 0.459], [4.121, 1.845, -4.129], [5.061, 1.181, -3.452], [6.186, 1.856, -3.010], [7.161, 1.165, -2.301], [7.004, -0.195, -2.051], [5.872, -0.862, -2.504], [4.891, -0.170, -3.204], [6.294, 2.913, -3.221], [8.042, 1.685, -1.943], [7.767, -0.735, -1.501], [5.752, -1.921, -2.312], [3.998, -0.670, -3.556], [3.450, 3.172, 7.495], [3.133, 2.729, 6.262], [1.859, 2.247, 6.021], [1.532, 1.795, 4.748], [2.484, 1.823, 3.735], [3.761, 2.305, 3.992], [4.088, 2.767, 5.262], [1.133, 2.226, 6.824], [0.535, 1.422, 4.545], [2.229, 1.466, 2.743], [4.505, 2.323, 3.204], [5.076, 3.155, 5.478], [7.080, -3.334, -0.853], [7.127, -4.619, -1.238], [5.947, -5.325, -1.390], [5.996, -6.653, -1.794], [7.223, -7.262, -2.031], [8.402, -6.543, -1.870], [8.355, -5.211, -1.476], [5.001, -4.835, -1.193], [5.078, -7.213, -1.924], [7.260, -8.300, -2.342], [9.358, -7.019, -2.051], [9.262, -4.633, -1.354]],
  "charge": -1,
  "total_energy_ev": -52626.215,
  "gap_ev": 6.148,
  "e_homo_ev": -4.00
}


No. 5
{
  "formula": "C21H42GeN6OPPdS3",
  "method": "ωB97M-V with the def2-TZVPD basis set",
  "species": ["Pd", "N", "C", "N", "C", "C", "S", "C", "C", "S", "C", "N", "N", "H", "H", "H", "H", "H", "H", "C", "P", "C", "C", "O", "H", "H", "H", "H", "H", "H", "H", "H", "H", "C", "N", "C", "C", "N", "C", "S", "H", "H", "H", "H", "H", "H", "H", "H", "C", "C", "C", "C", "Ge", "C", "C", "C", "C", "H", "H", "H", "H", "H", "H", "H", "H", "H", "H", "H", "H", "H", "H", "H", "H", "H", "H", "H"],
  "positions_angstrom": [[-0.415, -0.355, 1.017], [-1.532, -3.289, -0.603], [-2.399, -2.310, -0.349], [-2.115, -1.163, 0.261], [-3.223, -0.297, 0.256], [-4.342, -0.821, -0.275], [-4.042, -2.425, -0.846], [-2.957, 1.045, 0.760], [-3.759, 2.118, 0.864], [-2.874, 3.476, 1.478], [-1.450, 2.520, 1.555], [-1.637, 1.258, 1.175], [-0.278, 3.000, 1.952], [-0.585, -3.229, -0.259], [-1.820, -4.106, -1.117], [-5.308, -0.362, -0.406], [-4.807, 2.205, 0.630], [-0.178, 3.955, 2.251], [0.520, 2.378, 1.921], [3.919, -0.032, 1.408], [2.579, 0.570, 2.432], [2.490, -0.438, 3.907], [2.985, 2.232, 2.969], [1.272, 0.643, 1.597], [4.820, -0.165, 2.009], [4.132, 0.683, 0.613], [3.652, -0.992, 0.964], [3.399, -0.264, 4.488], [2.424, -1.496, 3.668], [1.629, -0.150, 4.512], [4.035, 2.264, 3.265], [2.379, 2.524, 3.828], [2.849, 2.946, 2.156], [0.626, -5.464, 2.205], [-0.471, -4.591, 2.595], [-1.575, -5.098, 3.431], [-2.467, -3.860, 3.638], [-1.712, -2.818, 2.925], [-0.596, -3.298, 2.382], [0.641, -2.383, 1.562], [0.213, -6.413, 1.866], [1.283, -5.645, 3.056], [1.193, -5.010, 1.397], [-1.175, -5.490, 4.366], [-2.085, -5.906, 2.907], [-2.571, -3.601, 4.689], [-3.458, -3.982, 3.204], [-1.933, -1.839, 2.937], [0.006, 1.159, -5.813], [-0.476, 0.797, -4.417], [0.359, -0.303, -3.770], [-0.156, -0.665, -2.364], [-0.165, 1.008, -1.375], [1.505, 1.979, -1.204], [1.718, 2.900, -2.428], [0.742, 4.069, -2.497], [1.046, 4.989, -3.672], [-0.599, 1.951, -6.251], [-0.051, 0.292, -6.473], [1.044, 1.496, -5.797], [-1.527, 0.491, -4.443], [-0.449, 1.709, -3.790], [1.407, 0.007, -3.712], [0.346, -1.201, -4.390], [0.494, -1.397, -1.881], [-1.166, -1.071, -2.402], [-1.446, 1.831, -1.366], [2.304, 1.243, -1.114], [1.490, 2.575, -0.290], [1.678, 2.324, -3.357], [2.738, 3.285, -2.366], [0.788, 4.630, -1.558], [-0.290, 3.703, -2.585], [2.048, 5.410, -3.588], [0.340, 5.815, -3.721], [0.991, 4.446, -4.618]],
  "charge": 3,
  "total_energy_ev": -135216.354,
  "gap_ev": 6.788,
  "e_homo_ev": -16.26
}


No. 6
{
  "formula": "C5H12O2",
  "method": "ωB97M-V with the def2-TZVPD basis set",
  "species": ["C", "C", "C", "C", "C", "O", "H", "H", "H", "H", "H", "H", "H", "H", "H", "H", "O", "H", "H"],
  "positions_angstrom": [[0.475, 2.615, 0.912], [-0.141, 1.325, 1.375], [-1.019, 0.783, 0.377], [-0.777, -0.319, -0.351], [-1.601, -1.211, -1.290], [-0.760, -2.198, -1.685], [1.390, 2.861, 1.439], [-0.257, 3.460, 0.984], [0.917, 2.567, -0.142], [-0.726, 1.583, 2.344], [0.548, 0.577, 1.849], [-2.011, 1.249, 0.318], [0.131, -0.828, -0.081], [-1.857, -0.516, -2.105], [-2.470, -1.544, -0.692], [-1.171, -2.638, -2.452], [3.077, -0.899, 0.596], [3.140, -0.042, 0.744], [2.216, -1.112, 0.369]],
  "smiles": "CC/C=C/CO.O",
  "total_energy_ev": -9472.518,
  "gap_ev": 10.146,
  "e_homo_ev": -9.28
}


No. 7
{
  "formula": "C22H28CaCl2N4O6",
  "method": "ωB97M-V with the def2-TZVPD basis set",
  "species": ["Ca", "C", "O", "C", "C", "C", "C", "C", "C", "N", "N", "C", "O", "C", "C", "C", "C", "C", "C", "C", "O", "H", "H", "H", "H", "H", "H", "H", "H", "H", "H", "H", "H", "C", "C", "C", "C", "N", "N", "H", "H", "H", "H", "H", "H", "H", "H", "H", "H", "H", "H", "C", "O", "H", "H", "H", "Cl", "C", "Cl", "C", "O", "O", "H"],
  "positions_angstrom": [[-0.293, 0.921, 1.321], [-3.226, 1.241, -3.762], [-2.507, 0.727, -2.621], [-3.025, -0.338, -1.992], [-4.152, -1.018, -2.469], [-4.370, -2.297, -1.982], [-3.649, -2.744, -0.902], [-2.578, -2.020, -0.334], [-1.774, -2.542, 0.767], [-1.080, -1.742, 1.633], [-0.334, -2.312, 2.520], [0.221, -1.649, 3.581], [-0.168, -0.469, 3.858], [1.107, -2.467, 4.372], [2.397, -2.026, 4.636], [3.102, -2.610, 5.699], [2.546, -3.617, 6.456], [1.363, -4.230, 6.057], [0.660, -3.639, 4.954], [-2.171, -0.776, -0.937], [-1.057, -0.194, -0.763], [-2.702, 2.132, -4.047], [-4.277, 1.469, -3.430], [-3.276, 0.536, -4.636], [-4.818, -0.479, -3.187], [-5.135, -2.901, -2.465], [-3.871, -3.728, -0.515], [-1.686, -3.652, 0.914], [2.770, -1.166, 4.129], [4.149, -2.429, 5.857], [2.957, -4.010, 7.372], [0.965, -5.111, 6.506], [-0.195, -4.128, 4.456], [2.917, 1.478, -2.829], [1.418, 1.225, -3.073], [1.261, -0.309, -2.973], [0.990, 1.815, -4.419], [0.640, 1.711, -1.951], [0.721, 3.025, -1.742], [3.406, 0.762, -3.464], [3.245, 1.204, -1.771], [3.241, 2.470, -3.115], [1.703, -0.847, -3.796], [0.208, -0.586, -2.725], [1.760, -0.668, -2.083], [1.561, 1.404, -5.286], [1.129, 2.941, -4.448], [-0.102, 1.606, -4.559], [-0.166, 1.156, -1.602], [0.105, 3.348, -0.942], [1.623, 3.397, -1.962], [-2.298, 3.158, 0.161], [-1.101, 2.421, 0.131], [-2.810, 3.034, 1.156], [-3.047, 2.810, -0.635], [-2.047, 4.216, -0.033], [4.038, 3.215, 3.023], [3.397, 2.481, 1.588], [3.235, 3.836, 0.285], [1.969, 1.888, 1.639], [1.051, 2.482, 2.234], [1.948, 0.841, 0.924], [4.110, 1.752, 1.220]],
  "charge": -2,
  "total_energy_ev": -84997.427,
  "gap_ev": 4.393,
  "e_homo_ev": 0.05
}